Record 1
Here is the ion C19H21N2O with charge +1 from the Open Molecules 2025 dataset. Energies are from wB97M-V/def2-TZVPD.

XYZ file:
```
43
Properties=species:S:1:pos:R:3:nbo_charge:R:1
C 4.750 -1.998 -0.514 -0.7289
C 4.021 -0.705 -0.278 0.7140
O 4.610 0.357 -0.120 -0.5358
N 2.607 -0.793 -0.251 -0.4318
C 1.806 0.244 0.083 0.6320
C 2.199 1.635 0.222 -0.7168
N 0.546 -0.169 0.255 -0.3239
C -0.553 0.702 0.538 -0.0461
C -1.594 -0.025 1.364 -0.0708
C -1.148 -0.938 2.327 -0.2367
C -2.070 -1.739 3.009 -0.1995
C -3.440 -1.547 2.800 -0.1954
C -3.882 -0.540 1.938 -0.2118
C -2.959 0.277 1.281 -0.1492
C -1.078 1.329 -0.744 -0.0953
C -0.591 2.570 -1.157 -0.1587
C -1.085 3.156 -2.325 -0.2136
C -2.127 2.542 -3.022 -0.1902
C -2.581 1.277 -2.632 -0.1942
C -2.014 0.643 -1.522 -0.2228
C 0.401 -1.547 -0.195 -0.2413
C 1.823 -2.028 -0.354 -0.2265
H 4.109 -2.854 -0.744 0.2248
H 5.453 -1.836 -1.341 0.2747
H 5.339 -2.221 0.386 0.2717
H 3.236 1.683 0.574 0.3088
H 2.131 2.138 -0.757 0.2885
H 1.526 2.151 0.917 0.2476
H -0.210 1.513 1.198 0.2340
H -0.075 -1.047 2.508 0.2071
H -1.697 -2.499 3.696 0.2279
H -4.158 -2.171 3.332 0.2319
H -4.946 -0.377 1.784 0.2310
H -3.299 1.131 0.686 0.2257
H 0.156 3.090 -0.553 0.2006
H -0.673 4.109 -2.660 0.2301
H -2.585 3.051 -3.875 0.2339
H -3.394 0.785 -3.161 0.2308
H -2.341 -0.363 -1.219 0.2268
H -0.133 -2.153 0.541 0.2541
H -0.151 -1.592 -1.146 0.2314
H 2.089 -2.726 0.447 0.2248
H 1.980 -2.512 -1.319 0.2371
```

Its net charge is +1. The energy relative to the best compared isomer or geometry (same formula, charge and spin) is 0.00 kcal/mol. The structure (SMILES) is CC(=O)[N+]1=C(C)N(C(c2ccccc2)c2ccccc2)CC1. The calculation puts the HOMO energy at -12.1093 eV. As for the LUMO energy: -3.443 eV. The value obtained for the maximum force is 0.0499 Eh/bohr.

---

Record 2
Here is the ion C4H10N5O with charge +1 from the Open Molecules 2025 dataset. Energies are from wB97M-V/def2-TZVPD.

XYZ file:
```
20
Properties=species:S:1:pos:R:3:nbo_charge:R:1
N 3.328 -0.636 -0.115 -0.7505
C 2.090 -0.293 0.144 0.6118
N 1.353 -1.076 0.952 -0.5561
C 0.052 -0.853 1.103 0.0398
C -0.832 -0.472 0.164 0.1198
N -0.922 -0.758 -1.161 -0.8659
N -2.318 -0.499 0.759 -0.7231
N 1.694 0.939 -0.090 -0.5604
C 0.631 1.545 -0.510 0.4940
O 0.512 2.870 -0.210 -0.6667
H 3.620 -1.455 0.507 0.4310
H 4.001 0.144 -0.299 0.4248
H -0.301 -1.068 2.160 0.2013
H -0.591 -1.688 -1.465 0.4148
H -1.346 -0.187 -1.802 0.3908
H -2.716 0.324 0.370 0.4256
H -2.126 -0.288 1.751 0.4340
H -2.877 -1.372 0.612 0.4400
H -0.185 1.240 -1.069 0.1751
H 1.312 3.303 0.275 0.5199
```

Its net charge is +1. The energy relative to the best compared isomer or geometry (same formula, charge and spin) is 53.51 kcal/mol. The structure (SMILES) is NC(=N/C=C(\N)[NH3+])/N=C/O. The calculation puts the HOMO energy at -12.1939 eV. As for the LUMO energy: -3.276 eV. The value obtained for the maximum force is 0.1026 Eh/bohr.

---

Record 3
Here is an isolated molecule of C6H13N from the Open Molecules 2025 dataset. Energies are from wB97M-V/def2-TZVPD.

XYZ file:
```
20
Properties=species:S:1:pos:R:3:nbo_charge:R:1
C -0.926 2.280 0.209 -0.4259
C -0.853 0.918 0.515 0.0463
C -1.961 -0.033 0.224 -0.6617
C 0.395 0.108 0.830 -0.4529
C 0.652 -0.560 -0.540 -0.0174
C 0.632 -2.103 -0.014 -0.6640
N 1.859 -0.085 -1.090 -0.8491
H -0.213 3.066 0.199 0.2031
H -1.899 2.740 -0.116 0.1840
H -2.339 -0.342 1.144 0.2175
H -1.737 -0.871 -0.534 0.2178
H -2.746 0.542 -0.273 0.2182
H 0.165 -0.514 1.671 0.2095
H 1.272 0.613 1.332 0.2117
H -0.221 -0.447 -1.207 0.1896
H 1.134 -2.585 -0.861 0.1974
H 1.512 -2.349 0.636 0.2052
H -0.237 -2.552 0.420 0.2183
H 2.187 -0.634 -1.824 0.3717
H 2.471 0.275 -0.303 0.3807
```

The energy relative to the best compared isomer or geometry (same formula, charge and spin) is 63.14 kcal/mol. The structure (SMILES) is C=C(C)C[C@H](C)N. The calculation puts the HOMO energy at -8.6532 eV. As for the LUMO energy: 1.080 eV. The value obtained for the maximum force is 0.0847 Eh/bohr.

---

Record 4
Here is a structure of composition C6H9Br3O from the Open Molecules 2025 dataset. Energies are from wB97M-V/def2-TZVPD.

XYZ file:
```
19
Properties=species:S:1:pos:R:3:nbo_charge:R:1
C 1.569 0.496 0.015 -0.3988
C 1.074 -0.360 1.174 -0.4048
C 0.732 0.265 -1.190 -0.5316
C -0.422 -0.228 1.524 -0.5146
C -0.689 0.407 -1.090 0.3299
C -1.235 -0.647 0.308 -0.1904
O -1.358 0.061 -2.209 -0.7144
Br -1.214 2.233 -0.541 -0.0620
Br -3.165 -0.396 0.369 0.0837
Br -0.811 -2.381 -0.312 0.0907
H 1.584 1.560 0.291 0.2122
H 2.637 0.362 -0.156 0.2262
H 1.449 -1.377 0.866 0.2130
H 1.600 -0.290 2.062 0.2227
H 1.089 0.931 -2.052 0.2384
H 0.797 -0.710 -1.518 0.2381
H -0.699 -0.670 2.447 0.2319
H -0.623 0.794 1.757 0.2430
H -2.317 -0.050 -1.746 0.4868
```

The energy relative to the best compared isomer or geometry (same formula, charge and spin) is 0.00 kcal/mol. The calculation puts the HOMO energy at -9.7287 eV. As for the LUMO energy: 0.475 eV. The value obtained for the maximum force is 0.0774 Eh/bohr.

---

Record 5
Here is a structure of composition C5H8O from the Open Molecules 2025 dataset. Energies are from wB97M-V/def2-TZVPD.

XYZ file:
```
14
Properties=species:S:1:pos:R:3:nbo_charge:R:1
C -1.478 0.234 -0.103 -0.1009
C 0.239 -1.099 -0.344 0.0823
C 0.872 0.128 -0.903 -0.4180
C -0.149 0.777 0.195 -0.2573
C 0.552 -0.406 1.068 -0.4520
H -1.829 1.172 -0.859 0.1886
H -2.221 0.202 0.871 0.1969
H 0.867 -2.074 -0.769 0.2074
H 1.888 0.307 -0.761 0.2246
H 0.638 0.697 -1.971 0.1865
H -0.026 1.903 0.320 0.2224
H 1.599 -0.076 1.361 0.2069
H 0.189 -0.634 2.168 0.2152
O -1.142 -1.131 -0.273 -0.5027
```

The energy relative to the best compared isomer or geometry (same formula, charge and spin) is 117.55 kcal/mol. The calculation puts the HOMO energy at -9.4323 eV. As for the LUMO energy: 1.017 eV. The value obtained for the maximum force is 0.1494 Eh/bohr.

---

Record 6
Here is the ion C3H4NO with charge +1 from the Open Molecules 2025 dataset. Energies are from wB97M-V/def2-TZVPD.

XYZ file:
```
9
Properties=species:S:1:pos:R:3:nbo_charge:R:1
C 1.211 0.221 0.470 0.4890
C -0.004 0.045 -0.751 -0.3606
C -0.901 -0.197 0.440 -0.1029
N 2.273 0.250 -0.061 0.0756
O 0.165 0.202 1.307 -0.1640
H 0.310 -0.781 -1.284 0.2481
H -0.115 1.039 -1.340 0.2960
H -1.757 0.364 0.554 0.2607
H -1.183 -1.143 0.666 0.2582
```

Its spin multiplicity is 3. Its net charge is +1. The energy relative to the best compared isomer or geometry (same formula, charge and spin) is 61.30 kcal/mol. The calculation puts the HOMO energy (spin up / spin down) at -15.8175 / -18.6537 eV. As for the LUMO energy (spin up / spin down): -4.133 / -10.696 eV. The value obtained for the maximum force is 0.1637 Eh/bohr.

---

Record 7
Here is a structure of composition C4H8S2 from the Open Molecules 2025 dataset. Energies are from wB97M-V/def2-TZVPD.

XYZ file:
```
14
Properties=species:S:1:pos:R:3:nbo_charge:R:1
C -1.152 0.573 0.271 -0.5058
C 0.113 -0.013 -0.313 -0.2817
C 0.646 -1.179 0.344 -0.4932
C 1.333 0.864 -0.070 -0.5012
H -2.109 -0.993 -1.314 0.1193
H -1.122 0.698 1.371 0.2266
H -1.373 1.564 -0.225 0.2203
H 0.064 -0.115 -1.383 0.2191
H 0.491 -0.992 1.454 0.2031
H 0.387 -2.199 0.035 0.2339
H 1.370 1.371 0.895 0.2074
H 1.545 1.641 -0.866 0.2211
S -2.518 -0.572 -0.086 -0.0479
S 2.325 -0.649 -0.115 0.1789
```

The energy relative to the best compared isomer or geometry (same formula, charge and spin) is 28.27 kcal/mol. The calculation puts the HOMO energy at -8.7039 eV. As for the LUMO energy: 0.801 eV. The value obtained for the maximum force is 0.0648 Eh/bohr.

---

Record 8
Here is the ion C10H19N2S with charge +1 from the Open Molecules 2025 dataset. Energies are from wB97M-V/def2-TZVPD.

XYZ file:
```
32
Properties=species:S:1:pos:R:3:nbo_charge:R:1
C 0.909 -2.654 2.549 -0.4038
C 0.092 -1.641 2.588 0.0280
C -0.267 -0.950 3.920 -0.6337
C -0.683 -1.255 1.381 -0.4204
C 0.082 -0.024 0.732 -0.4222
C -0.514 0.354 -0.632 -0.1865
C -0.504 1.853 -1.018 -0.0821
C 0.837 2.631 -0.853 -0.6504
N -0.899 2.042 -2.378 -0.5175
C -0.438 1.235 -3.323 0.3766
N 0.214 0.111 -3.043 -0.5564
C 0.483 -0.523 -1.759 -0.1665
S -0.287 -2.167 -1.826 0.0514
H 0.924 -3.201 1.648 0.1913
H 1.324 -3.055 3.521 0.2155
H -1.291 -1.044 4.151 0.2188
H 0.359 -1.279 4.799 0.2284
H -0.178 0.050 3.701 0.1986
H -1.663 -0.986 1.498 0.2091
H -0.623 -2.069 0.729 0.2095
H 1.107 -0.125 0.826 0.2281
H -0.085 0.718 1.509 0.2221
H -1.499 0.056 -0.815 0.2253
H -1.256 2.556 -0.521 0.2409
H 1.726 1.890 -0.928 0.2172
H 0.922 3.117 0.255 0.2486
H 1.048 3.511 -1.477 0.2434
H -1.449 2.910 -2.652 0.4499
H -0.706 1.492 -4.320 0.2345
H 0.243 -0.531 -3.966 0.4419
H 1.500 -0.399 -1.539 0.2288
H 0.573 -2.622 -2.758 0.1316
```

Its net charge is +1. The energy relative to the best compared isomer or geometry (same formula, charge and spin) is 22.35 kcal/mol. The structure (SMILES) is C=C(C)CC[C@H]1[C@@H](C)NC=[NH+][C@@H]1S. The calculation puts the HOMO energy at -11.8400 eV. As for the LUMO energy: -3.113 eV. The value obtained for the maximum force is 0.0991 Eh/bohr.